Record 1
Density functional theory data (ωB97M-V with the def2-TZVPD basis set) for a 2-piece molecular cluster, C4H9NO overall.

## Properties
Spin multiplicity   2
Energy relative to the best compared isomer or geometry (same formula, charge and spin)   280.47 kJ/mol
E_LUMO (spin up / spin down)   -3.80 / -8.22 eV
HOMO (spin up / spin down)   -13.500 / -12.293 eV
Orbital gap (spin up / spin down)   9.70 / 4.08 eV
Strongest force on any atom   0.082 hartree/bohr
Total charge   +1

CARTESIAN COORDINATES (ANGSTROEM)
C: -0.211 0.839 -1.173
C: -1.599 0.744 -1.207
N: -2.259 -0.392 -1.527
H: 0.348 0.002 -1.520
H: 0.162 1.842 -1.106
H: -2.086 1.517 -0.686
H: -1.712 -1.049 -2.155
H: -3.259 -0.634 -1.622
C: 2.125 -0.905 1.219
C: 1.551 -0.082 2.111
O: 0.123 0.072 1.959
H: 2.972 -1.458 1.604
H: 1.835 -1.012 0.185
H: 2.009 0.349 2.960
H: 0.001 0.167 0.957

Cartesian forces, eV/Å:
-1.234 0.033 -0.830
-0.253 -2.193 0.827
1.565 -0.639 -2.023
0.763 -0.267 -0.184
0.582 0.049 0.342
-1.302 0.935 0.090
-0.698 0.886 1.306
0.571 1.158 0.652
1.118 0.452 0.956
-3.548 -1.420 -1.841
2.572 1.500 -1.341
0.554 0.301 -0.588
-0.494 -0.461 0.134
-0.020 0.070 1.065
-0.175 -0.402 1.435



Record 2
Density functional theory data (ωB97M-V with the def2-TZVPD basis set) for a 12-piece molecular cluster, C42H100N12O10 overall.

## Properties
Energy relative to the best compared isomer or geometry (same formula, charge and spin)   208.68 kJ/mol
E_LUMO   -0.18 eV
HOMO   -8.067 eV
Orbital gap   7.88 eV
SMILES   CCN(CC)CC.CCN(CC)CC.CNC(C)=O.CNC(C)=O.CNC(C)=O.CNC(C)=O.CNC(C)=O.CNC(C)=O.CNC(C)=O.CNC(C)=O.CNC(C)=O.CNC(C)=O
Strongest force on any atom   0.051 hartree/bohr

CARTESIAN COORDINATES (ANGSTROEM)
C: 5.280 -3.820 -6.193
C: 4.222 -3.443 -5.154
N: 3.170 -4.432 -5.166
C: 2.336 -4.562 -6.353
C: 1.802 -3.198 -6.860
C: 2.275 -4.488 -4.013
C: 2.887 -4.290 -2.629
H: 4.905 -3.868 -7.214
H: 5.755 -4.779 -5.990
H: 6.077 -3.074 -6.110
H: 4.739 -3.415 -4.192
H: 3.902 -2.391 -5.221
H: 2.847 -5.090 -7.162
H: 1.452 -5.183 -6.215
H: 1.440 -2.470 -6.140
H: 2.442 -2.707 -7.596
H: 0.943 -3.434 -7.502
H: 1.647 -5.380 -4.071
H: 1.487 -3.714 -4.118
H: 3.458 -3.360 -2.633
H: 3.645 -5.062 -2.475
H: 2.118 -4.266 -1.862
C: 0.718 -1.866 1.988
C: 0.238 -2.123 0.566
N: 0.100 -0.866 -0.193
C: -0.981 -1.028 -1.167
C: -0.697 -2.050 -2.276
C: 1.390 -0.380 -0.750
C: 1.180 1.093 -1.040
H: 1.752 -1.524 2.020
H: 0.546 -2.753 2.606
H: 0.081 -1.130 2.487
H: 0.938 -2.761 0.008
H: -0.744 -2.587 0.654
H: -1.893 -1.402 -0.699
H: -1.253 -0.108 -1.692
H: -0.499 -3.037 -1.860
H: -1.542 -2.077 -2.971
H: 0.113 -1.805 -2.970
H: 1.599 -0.956 -1.661
H: 2.173 -0.656 -0.046
H: 0.321 1.236 -1.698
H: 2.031 1.565 -1.530
H: 0.887 1.611 -0.124
C: 5.106 4.232 1.401
C: 4.552 2.848 1.096
O: 4.603 2.417 -0.051
N: 4.184 2.093 2.136
C: 3.832 0.706 2.153
H: 5.724 4.581 0.578
H: 5.716 4.239 2.305
H: 4.311 4.973 1.507
H: 4.309 2.505 3.048
H: 4.317 0.169 2.974
H: 4.005 0.112 1.264
H: 2.779 0.646 2.451
C: 3.663 2.053 7.211
C: 2.253 1.518 7.299
O: 1.539 1.950 8.202
N: 1.754 0.689 6.368
C: 2.434 0.105 5.226
H: 4.365 1.231 7.371
H: 3.823 2.818 7.963
H: 3.833 2.578 6.267
H: 0.776 0.475 6.449
H: 1.791 0.168 4.347
H: 2.574 -0.971 5.363
H: 3.380 0.606 5.052
C: -0.433 4.793 -3.381
C: 0.995 4.268 -3.408
O: 1.177 3.247 -4.061
N: 1.895 4.850 -2.606
C: 3.204 4.333 -2.206
H: -0.463 5.732 -2.807
H: -1.147 4.214 -2.792
H: -0.910 5.018 -4.330
H: 1.518 5.557 -2.000
H: 3.196 4.254 -1.120
H: 3.887 5.131 -2.505
H: 3.614 3.407 -2.591
C: -1.536 -5.779 1.978
C: -2.360 -4.761 1.205
O: -2.736 -3.754 1.800
N: -2.648 -5.079 -0.067
C: -3.445 -4.259 -0.945
H: -1.237 -6.634 1.361
H: -2.127 -6.186 2.793
H: -0.582 -5.339 2.265
H: -2.279 -5.958 -0.379
H: -3.687 -3.262 -0.583
H: -4.449 -4.689 -1.061
H: -3.040 -4.234 -1.955
C: -2.072 5.160 2.302
C: -1.538 6.307 1.463
O: -2.194 7.340 1.438
N: -0.444 6.082 0.727
C: 0.255 4.812 0.574
H: -2.510 4.415 1.634
H: -2.915 5.444 2.926
H: -1.323 4.790 3.005
H: -0.128 6.789 0.081
H: 0.043 4.322 -0.381
H: -0.028 4.139 1.376
H: 1.334 4.983 0.547
C: -0.679 1.787 3.603
C: -2.129 1.770 3.996
O: -3.006 2.333 3.373
N: -2.411 1.101 5.142
C: -3.697 1.226 5.829
H: -0.130 2.461 4.266
H: -0.521 2.186 2.603
H: -0.234 0.791 3.632
H: -1.735 0.531 5.612
H: -3.637 0.730 6.794
H: -4.467 0.814 5.178
H: -3.855 2.289 6.020
C: -6.635 -2.799 1.315
C: -5.892 -1.550 1.730
O: -6.509 -0.548 2.067
N: -4.540 -1.663 1.700
C: -3.592 -0.565 1.856
H: -5.934 -3.621 1.180
H: -7.191 -2.603 0.397
H: -7.417 -2.981 2.051
H: -4.222 -2.629 1.628
H: -4.078 0.404 1.885
H: -2.907 -0.650 1.015
H: -3.135 -0.749 2.830
C: -0.741 2.552 -8.398
C: -0.087 1.398 -7.646
O: 0.274 0.384 -8.218
N: -0.017 1.560 -6.305
C: 0.455 0.578 -5.359
H: -1.129 2.105 -9.311
H: -0.042 3.363 -8.584
H: -1.620 2.920 -7.865
H: -0.274 2.440 -5.892
H: 1.354 0.794 -4.782
H: 0.614 -0.441 -5.707
H: -0.360 0.468 -4.634
C: -3.920 2.533 -0.542
C: -4.226 2.331 -2.008
O: -5.360 2.447 -2.437
N: -3.177 1.969 -2.795
C: -3.437 1.679 -4.196
H: -4.614 1.975 0.094
H: -4.029 3.559 -0.197
H: -2.977 2.070 -0.231
H: -2.363 1.666 -2.289
H: -2.575 1.936 -4.806
H: -4.287 2.264 -4.538
H: -3.791 0.654 -4.326
C: 1.321 -2.569 7.450
C: 0.553 -3.127 6.265
O: 0.794 -4.263 5.879
N: -0.464 -2.400 5.776
C: -1.532 -3.059 4.983
H: 2.406 -2.484 7.398
H: 1.066 -3.089 8.368
H: 1.024 -1.516 7.528
H: -0.702 -1.498 6.139
H: -2.407 -3.211 5.616
H: -1.166 -3.959 4.516
H: -1.807 -2.259 4.293

Cartesian forces, eV/Å:
0.359 0.639 0.220
0.418 -0.310 -0.243
-0.838 -1.476 1.252
0.195 1.455 -0.693
-0.531 -0.685 -1.647
-0.922 1.105 0.162
0.859 -0.208 -1.090
-0.056 0.253 -0.003
-0.286 -0.111 0.251
-0.020 0.013 -0.417
-0.169 -0.579 0.081
-0.305 -0.026 -0.643
0.343 0.290 -0.058
0.205 -0.159 0.840
0.248 -0.192 0.355
0.450 0.154 0.497
-0.183 0.097 0.208
0.557 -0.422 0.096
0.118 0.314 0.028
-0.317 0.176 0.308
-0.245 -0.169 0.419
0.075 -0.125 0.100
-0.412 -0.201 0.274
0.289 0.901 0.024
-0.588 -0.360 0.472
0.464 -0.401 -1.136
-0.021 0.058 -0.726
-1.763 -0.574 -0.294
0.298 0.249 -0.034
0.041 -0.158 0.192
0.592 -0.164 -0.122
0.032 0.276 -0.363
-0.130 -0.453 0.318
0.050 -0.123 -0.266
0.113 0.306 0.486
0.174 0.241 0.438
-0.117 -0.128 -0.131
-0.249 -0.307 0.329
0.306 0.170 0.420
0.269 0.216 -0.114
0.072 0.509 0.141
0.119 -0.181 -0.223
0.049 0.061 0.196
0.387 0.054 0.102
-0.339 0.229 0.227
1.478 -0.049 -1.578
-0.541 0.020 0.285
0.316 0.351 1.079
-1.081 -0.858 0.900
-0.002 -0.301 -0.120
-0.113 0.005 0.069
-0.084 -0.101 0.178
-0.064 0.051 -0.099
0.472 0.275 -0.117
0.106 0.622 -0.388
-0.097 -0.238 -0.568
0.182 -0.285 -0.428
-0.594 1.856 1.395
0.003 -0.607 -0.366
0.264 -0.522 -0.974
-0.461 -0.363 0.208
0.245 0.195 -0.277
-0.282 -0.246 0.331
0.138 -0.454 -0.189
-0.043 0.167 0.315
0.131 0.340 -0.071
0.381 0.040 0.125
0.014 -0.075 -0.041
-0.161 1.937 1.358
-1.707 -1.773 -0.499
0.812 0.199 -0.098
-0.236 -0.431 -0.001
0.340 1.379 0.281
0.037 0.173 -0.320
0.425 -0.760 -0.235
0.429 -0.292 -0.295
0.148 0.136 -0.055
0.204 -0.093 -0.013
0.426 -0.247 0.290
-0.885 -0.188 -0.457
0.290 -0.550 -1.165
0.252 -0.384 1.203
-0.014 -0.101 -0.640
0.236 0.603 0.377
-1.383 -0.462 -0.724
-0.207 0.034 -0.062
0.187 0.332 0.309
-0.258 0.214 0.532
-0.105 0.001 -0.321
0.800 0.055 0.304
0.111 -0.225 0.035
0.308 0.239 0.141
0.047 0.012 0.179
-2.444 0.219 0.984
0.872 0.219 -0.420
1.473 -0.585 -0.841
-0.104 0.196 -0.261
0.560 -0.457 0.164
0.088 0.627 -0.176
0.024 -0.520 -0.360
-0.431 0.390 0.238
-0.344 -0.027 0.037
0.234 -0.052 0.021
0.048 -0.035 0.425
0.559 0.173 -0.248
-0.254 -0.170 0.033
-0.003 0.287 -0.108
-0.095 -0.373 0.734
0.452 0.379 -0.663
-0.006 -0.207 0.212
-0.374 -0.150 -0.099
0.000 0.014 0.141
0.410 0.226 -0.201
-0.063 -0.236 -0.106
-0.287 0.115 0.337
-0.387 -0.083 -0.102
-0.122 0.239 0.091
-0.233 0.578 0.280
0.359 0.061 -0.224
-1.257 -0.221 -0.507
-0.492 -1.203 0.431
-0.356 -0.315 0.033
0.291 0.045 -0.164
0.250 -0.330 0.153
0.623 0.748 -0.032
-0.236 -0.119 -0.096
0.422 0.361 0.311
0.656 0.455 -0.158
-0.378 -0.645 0.155
-0.223 -0.024 -0.069
0.099 0.022 0.049
0.570 -0.171 0.126
-0.584 -0.831 1.085
0.299 0.282 -0.242
-0.006 0.002 -0.126
0.194 0.193 0.182
0.130 0.103 -0.082
0.042 0.725 -0.318
-0.222 0.312 -0.957
0.155 -0.039 0.291
0.107 -0.884 0.829
-0.754 -0.131 0.547
0.203 0.223 -0.129
-0.474 0.421 0.039
-0.151 -0.125 0.127
-0.446 0.047 -0.469
0.291 0.144 -0.318
0.335 0.576 -0.213
0.274 -0.076 -0.456
0.093 -0.337 -0.039
0.118 0.340 0.257
0.476 -0.189 -0.157
-0.367 1.837 -0.252
1.283 -1.573 1.118
-0.197 0.260 -0.344
-0.762 -0.562 -0.597
0.248 1.974 0.399
0.020 -0.692 -0.522
-0.168 -0.122 -0.098
-0.087 -0.100 0.589
0.168 -0.011 0.393
0.073 -0.456 0.036
0.008 0.013 -0.091
-0.257 -0.643 -0.628